C2H10NO | ωB97M-V/def2-TZVPD

Calculated values
HOMO energy (eV): -16.5
Gap between HOMO and LUMO (Eh): 0.4798

```
! RIJCOSX wB97M-V def2-TZVPD def2/J DEFGRID3
* xyz 1 1
O 1.079 -1.753 -1.362
H 1.908 -1.333 -1.318
H -1.903 -0.074 -0.967
H 1.240 -2.684 -1.410
C 0.532 1.107 1.066
C -0.779 0.398 0.804
N -0.935 0.079 -0.694
H 1.403 0.433 1.294
H 0.785 1.742 0.225
H 0.282 1.677 2.015
H -0.946 -0.542 1.371
H -1.683 0.941 1.203
H -0.598 0.852 -1.382
H -0.384 -0.842 -0.843
*
```

***

C4H3N | ωB97M-V/def2-TZVPD

Calculated values
SMILES: C#CCC#N
HOMO energy (eV): -10.6
Gap between HOMO and LUMO (Eh): 0.3763

```
! RIJCOSX wB97M-V def2-TZVPD def2/J DEFGRID3
* xyz 0 1
C -1.722 -0.901 0.229
C -0.637 -0.499 -0.101
C 0.677 -0.022 -0.477
C 1.666 -0.243 0.749
N 1.784 0.860 1.117
H -2.677 -1.278 0.511
H 0.620 1.031 -0.799
H 1.152 -0.585 -1.266
*
```

***

C15H30IN10O21PS2 | ωB97M-V/def2-TZVPD

Calculated values
HOMO energy (eV): -9.7
Gap between HOMO and LUMO (Eh): 0.2953

```
! RIJCOSX wB97M-V def2-TZVPD def2/J DEFGRID3
* xyz 0 1
C -2.559 -0.602 -0.940
S -0.845 -0.872 -1.406
O -0.788 -0.664 -2.838
O -0.369 -2.192 -1.072
C 0.094 0.412 -0.557
C 0.704 0.201 0.627
C 1.472 1.224 1.328
P 2.230 0.715 2.894
O 2.471 1.807 3.859
O 3.585 -0.134 2.697
O 1.179 -0.316 3.571
C 1.574 2.464 0.739
I 2.701 4.028 1.597
C 0.922 2.717 -0.512
N 0.972 3.915 -1.137
S 0.102 3.650 -2.473
N -0.353 2.095 -2.373
C 0.167 1.701 -1.198
H -3.250 -1.017 -1.676
H -2.708 -1.026 0.064
H -2.675 0.488 -0.868
H 0.620 -0.808 1.044
H 4.265 0.512 2.442
H 0.464 0.249 3.910
C -4.482 2.542 -3.556
N -4.183 1.909 -2.248
O -4.695 0.832 -2.004
O -3.437 2.511 -1.500
H -5.147 1.891 -4.107
H -4.954 3.502 -3.359
H -3.541 2.666 -4.078
C -0.239 -3.238 5.071
N -1.706 -3.024 4.934
O -2.336 -3.853 4.314
O -2.170 -2.025 5.451
H 0.031 -4.157 4.564
H 0.256 -2.387 4.614
H -0.013 -3.301 6.131
C -2.823 -0.728 -6.026
N -3.103 0.612 -6.606
O -2.720 0.832 -7.731
O -3.703 1.400 -5.896
H -2.288 -1.318 -6.761
H -2.219 -0.577 -5.133
H -3.779 -1.184 -5.781
C -2.254 -5.359 0.527
N -1.652 -6.200 1.597
O -2.072 -7.332 1.727
O -0.782 -5.688 2.264
H -3.013 -5.941 0.015
H -2.690 -4.487 1.006
H -1.457 -5.075 -0.155
C 4.527 -4.468 5.173
N 3.059 -4.274 5.033
O 2.436 -5.112 4.418
O 2.586 -3.280 5.550
H 4.804 -5.387 4.668
H 5.014 -3.611 4.717
H 4.749 -4.527 6.235
C 1.811 6.969 -5.513
N 1.692 6.246 -4.219
O 0.571 6.000 -3.812
O 2.722 5.949 -3.658
H 0.814 7.165 -5.893
H 2.343 7.897 -5.320
H 2.368 6.331 -6.193
C 1.672 1.298 6.946
N 2.387 1.121 8.239
O 1.973 0.270 9.000
O 3.340 1.845 8.442
H 0.851 0.589 6.907
H 1.302 2.319 6.912
H 2.379 1.116 6.141
C 1.376 0.059 -5.272
N 0.773 1.277 -5.879
O -0.423 1.431 -5.755
O 1.525 2.037 -6.455
H 0.591 -0.516 -4.793
H 1.842 -0.507 -6.074
H 2.112 0.388 -4.544
*
```

***

C25H57Fe2N7O12S | ωB97M-V/def2-TZVPD

Calculated values
HOMO energy (alpha / beta) (eV): -13.3 / -13.0
<S²>: 20.014
Gap between HOMO and LUMO (alpha / beta) (Eh): 0.3452 / 0.3157

```
! RIJCOSX wB97M-V def2-TZVPD def2/J DEFGRID3
* xyz 2 9
Fe 0.993 2.519 -1.320
Fe 1.428 -2.963 -1.530
S 0.407 0.002 -0.498
O 1.297 1.048 0.119
O -0.041 0.725 -1.734
O 1.310 -1.156 -0.839
O -0.696 -0.453 0.328
C -1.738 3.971 -0.262
O -0.737 3.538 -0.860
N -2.866 3.296 -0.139
C -3.987 3.878 0.620
C -3.102 1.964 -0.698
H -1.778 4.912 0.293
H -3.919 3.505 1.656
H -4.919 3.461 0.247
H -4.033 4.958 0.705
H -3.722 2.045 -1.590
H -2.159 1.480 -0.950
H -3.572 1.375 0.090
C 0.196 -4.449 0.986
O 0.435 -3.825 -0.043
N 0.599 -4.115 2.183
C 0.281 -4.973 3.319
C 1.114 -2.754 2.456
H -0.358 -5.387 0.942
H -0.796 -4.979 3.527
H 0.727 -4.651 4.256
H 0.593 -5.997 3.117
H 0.483 -2.355 3.251
H 2.162 -2.773 2.747
H 0.965 -2.141 1.574
C 0.397 4.028 -4.077
O 0.851 3.181 -3.309
N -0.842 3.978 -4.574
C -1.346 5.080 -5.424
C -1.778 2.910 -4.236
H 0.977 4.894 -4.401
H -2.436 5.122 -5.363
H -1.079 4.961 -6.474
H -1.048 6.066 -5.066
H -1.243 2.074 -3.791
H -2.479 3.309 -3.504
H -2.229 2.547 -5.156
C 3.893 1.340 -1.607
O 2.836 1.814 -1.999
N 5.021 2.043 -1.502
C 5.083 3.418 -1.953
C 6.145 1.588 -0.714
H 4.023 0.315 -1.242
H 4.304 3.646 -2.666
H 6.052 3.627 -2.412
H 5.055 4.089 -1.084
H 7.049 1.602 -1.318
H 6.240 2.211 0.174
H 5.967 0.567 -0.379
C -2.782 -2.706 1.445
O -2.653 -3.894 1.601
N -3.932 -2.028 1.553
C -3.978 -0.590 1.666
C -5.130 -2.719 1.891
H -1.950 -2.035 1.163
H -4.870 -0.219 1.166
H -3.092 -0.136 1.222
H -4.010 -0.318 2.724
H -5.949 -2.405 1.242
H -4.951 -3.786 1.805
H -5.485 -2.551 2.914
C -1.424 -3.573 -2.624
O -0.183 -3.460 -2.747
N -2.282 -2.583 -2.679
C -3.668 -2.816 -2.425
C -1.931 -1.243 -3.133
H -1.866 -4.539 -2.369
H -4.089 -1.953 -1.901
H -3.871 -3.640 -1.741
H -4.263 -2.954 -3.330
H -2.536 -0.916 -3.979
H -2.108 -0.542 -2.312
H -0.877 -1.169 -3.377
C 4.285 -2.952 0.159
O 3.410 -2.924 -0.672
N 4.496 -3.877 1.051
C 3.759 -5.135 1.002
C 5.577 -3.768 2.021
H 5.019 -2.141 0.244
H 2.959 -5.004 0.280
H 3.260 -5.274 1.959
H 4.445 -5.915 0.695
H 5.157 -3.905 3.021
H 6.308 -4.569 1.885
H 6.083 -2.810 1.969
C 0.482 2.791 4.721
C -0.218 1.741 3.850
C -0.606 2.533 2.578
O 0.081 3.765 2.629
C 0.170 4.118 4.021
H 1.558 2.640 4.717
H 0.156 2.938 5.755
H -1.079 1.190 4.221
H 0.529 0.980 3.600
H -1.707 2.684 2.636
H -0.403 2.081 1.615
H -0.770 4.595 4.324
H 0.952 4.875 4.067
*
```

***

C8H10N2O3S2 | ωB97M-V/def2-TZVPD

Calculated values
HOMO energy (alpha / beta) (eV): -8.7 / -7.8
Gap between HOMO and LUMO (alpha / beta) (Eh): 0.2988 / 0.1951

```
! RIJCOSX wB97M-V def2-TZVPD def2/J DEFGRID3
* xyz 0 1
C -0.514 -0.059 -0.010
C -1.650 0.823 -0.011
C 0.733 0.532 0.083
C -1.301 2.257 0.129
C -2.975 0.554 -0.374
C 2.452 -0.888 -1.162
C 2.271 -1.085 1.332
C 2.108 -0.109 0.200
N -2.119 3.170 0.182
N -3.381 -0.886 -0.453
O -3.834 1.322 -0.775
O -3.453 -3.299 -0.062
O 3.164 0.893 0.183
S 0.492 2.270 0.417
S -2.812 -2.111 0.389
H -0.629 -1.108 0.037
H 3.502 -1.350 -1.192
H 1.810 -1.736 -1.309
H 2.344 -0.180 -2.120
H 2.876 -0.630 2.170
H 3.001 -1.883 1.119
H 1.265 -1.456 1.644
H -1.851 4.137 0.377
H -4.204 -0.899 -0.902
H 2.706 1.722 0.109
*
```

***

C7H14N | ωB97M-V/def2-TZVPD

Calculated values
SMILES: C=C/C(=C/C)CC[NH3+]
HOMO energy (eV): -12.5
Gap between HOMO and LUMO (Eh): 0.3293

```
! RIJCOSX wB97M-V def2-TZVPD def2/J DEFGRID3
* xyz 1 1
C -0.306 2.078 -1.611
C -0.862 1.145 -0.840
C 0.067 0.504 0.235
C -0.239 0.824 1.561
C 0.576 0.447 2.746
C 1.087 -0.541 -0.249
C 0.491 -1.880 -0.359
N -0.757 -1.913 -1.333
H 0.738 2.331 -1.634
H -0.946 2.859 -2.378
H -2.003 0.868 -0.755
H -1.150 1.497 1.595
H 1.146 -0.421 2.843
H 1.179 1.226 3.095
H -0.132 0.423 3.626
H 1.465 -0.149 -1.295
H 1.995 -0.346 0.274
H 0.204 -2.290 0.721
H 1.200 -2.557 -0.938
H -1.644 -1.586 -0.880
H -0.681 -1.133 -1.926
H -0.952 -2.796 -1.915
*
```

***

C5H9NO | ωB97M-V/def2-TZVPD

Calculated values
HOMO energy (alpha / beta) (eV): -9.7 / -9.7
Gap between HOMO and LUMO (alpha / beta) (Eh): 0.3235 / 0.3231

```
! RIJCOSX wB97M-V def2-TZVPD def2/J DEFGRID3
* xyz 0 1
C 0.387 0.772 1.637
C -1.019 0.546 1.039
C -0.160 -0.135 -0.089
C -0.194 0.707 -1.376
C -0.144 -1.563 -0.511
N 1.005 0.219 0.697
O 3.328 -0.013 0.656
H 0.633 1.302 2.549
H -1.628 -0.022 1.780
H -1.510 1.623 0.799
H -0.966 0.185 -2.055
H 0.679 0.516 -2.049
H -0.188 1.802 -1.360
H -1.143 -2.131 -0.604
H 0.419 -2.213 0.273
H 0.500 -1.595 -1.386
*
```

***

C28H35N3O7 | ωB97M-V/def2-TZVPD

Calculated values
SMILES: CCOc1cc(N2CCOCC2)c(OCC)cc1NC(=O)c1ccc(OCc2c(C)noc2C)c(OC)c1
HOMO energy (eV): -7.2
Gap between HOMO and LUMO (Eh): 0.2867

```
! RIJCOSX wB97M-V def2-TZVPD def2/J DEFGRID3
* xyz 0 1
C -4.770 -5.117 1.172
C -4.660 -3.611 0.989
O -3.301 -3.310 0.754
C -2.929 -2.006 0.547
C -3.798 -0.928 0.555
C -3.363 0.377 0.323
N -4.253 1.449 0.253
C -4.049 2.578 1.144
C -4.760 3.800 0.564
O -6.137 3.553 0.383
C -6.329 2.450 -0.468
C -5.666 1.183 0.085
C -1.991 0.585 0.083
O -1.588 1.876 -0.150
C -0.273 2.133 -0.600
C -0.048 1.724 -2.053
C -1.120 -0.493 0.100
C -1.559 -1.791 0.321
N -0.742 -2.924 0.323
C 0.583 -3.147 0.126
O 1.015 -4.284 0.139
C 1.477 -1.970 -0.107
C 2.048 -1.294 0.956
C 2.889 -0.214 0.722
C 3.172 0.191 -0.570
O 3.951 1.256 -0.916
C 4.677 1.918 0.095
C 5.704 1.061 0.762
C 6.259 1.244 2.062
C 5.935 2.307 3.045
N 7.144 0.316 2.309
O 7.206 -0.490 1.223
C 6.348 -0.052 0.286
C 6.248 -0.810 -0.985
C 2.625 -0.526 -1.659
O 2.987 -0.077 -2.892
C 2.496 -0.760 -4.020
C 1.787 -1.598 -1.415
H -4.160 -5.435 2.013
H -4.419 -5.626 0.278
H -5.804 -5.392 1.357
H -5.011 -3.093 1.893
H -5.272 -3.286 0.136
H -4.842 -1.096 0.754
H -2.985 2.780 1.236
H -4.466 2.360 2.141
H -4.689 4.649 1.245
H -4.298 4.060 -0.400
H -7.408 2.312 -0.554
H -5.907 2.667 -1.461
H -5.801 0.372 -0.633
H -6.152 0.916 1.038
H 0.467 1.656 0.055
H -0.168 3.217 -0.501
H -0.723 2.277 -2.701
H -0.238 0.662 -2.183
H 0.978 1.938 -2.337
H -0.074 -0.330 -0.075
H -1.272 -3.775 0.487
H 1.832 -1.595 1.969
H 3.321 0.300 1.566
H 5.164 2.751 -0.426
H 4.000 2.343 0.851
H 6.531 2.161 3.941
H 6.149 3.287 2.623
H 4.878 2.272 3.308
H 5.578 -1.661 -0.859
H 5.855 -0.172 -1.772
H 7.230 -1.186 -1.263
H 2.926 -0.251 -4.881
H 1.404 -0.709 -4.078
H 2.812 -1.808 -4.025
H 1.354 -2.160 -2.227
*
```

***

C7H18ClNO3P | ωB97M-V/def2-TZVPD

Calculated values
HOMO energy (eV): -12.9
Gap between HOMO and LUMO (Eh): 0.3257

```
! RIJCOSX wB97M-V def2-TZVPD def2/J DEFGRID3
* xyz 1 1
C -1.014 -1.174 -2.273
C 0.843 0.824 -2.107
C -0.150 0.103 2.446
C -1.047 1.869 0.893
C -2.086 -1.596 0.730
C -0.399 0.044 -1.507
C -0.109 0.692 1.052
N -0.120 -0.375 -0.002
O 2.121 -1.586 1.014
O -0.673 -1.608 0.465
O 3.383 1.057 -0.348
P 1.414 -1.519 -0.239
Cl 4.788 0.407 -0.160
H -1.158 -1.025 -3.401
H -0.376 -2.041 -2.065
H -2.066 -1.118 -2.013
H 0.672 1.858 -1.868
H 0.859 0.659 -3.257
H 1.840 0.442 -1.683
H 0.479 -0.877 2.512
H 0.135 0.941 3.149
H -1.155 -0.248 2.729
H -0.922 2.474 -0.034
H -0.900 2.618 1.774
H -2.186 1.553 1.045
H -2.581 -0.974 0.060
H -2.228 -1.183 1.755
H -2.415 -2.630 0.737
H -1.127 0.763 -1.380
H 1.017 1.104 0.793
H 5.161 0.546 1.182
*
```

***

Sequential total energy output: -211.93853, -208.81555, -4151.89552, -5198.23699, -1442.31345, -329.50695, -325.63594, -1778.83875, -1359.02273 hartree